#i
DFT (ωB97M-V/def2-TZVPD) results for C3H8NOP in the gas phase.

Geometry as ORCA input:
```
! wB97M-V def2-TZVPD RIJCOSX def2/J DEFGRID3
* xyz 0 1
C -0.948 -0.274 0.639
C -0.073 -1.525 0.530
C 1.119 -1.281 -0.393
N -0.899 0.939 0.278
O 0.016 3.364 -0.103
P 0.277 1.890 -0.677
H -1.881 -0.616 1.136
H -0.865 -2.330 0.285
H 0.247 -1.765 1.550
H 0.825 -1.228 -1.473
H 1.969 -2.034 -0.397
H 1.688 -0.416 -0.064
H -0.832 3.285 0.471
H -0.642 1.992 -1.784
*
```

The LUMO energy is 0.8 eV. The gap between HOMO and LUMO is 9.1 eV. Its SMILES is CC/C=N\PO.

---

#ii
DFT (ωB97M-V/def2-TZVPD) results for 2 unconnected molecules or ions with the total composition C3H8NOP.

Geometry as ORCA input:
```
! wB97M-V def2-TZVPD RIJCOSX def2/J DEFGRID3
* xyz 0 1
C 1.015 -0.542 -0.303
C 2.924 1.185 -0.211
C 1.449 0.686 -0.213
N 0.763 -1.724 -0.426
O 0.521 1.727 -0.028
P -3.414 -0.772 -0.173
H 3.726 0.631 -0.749
H 3.226 1.311 0.838
H 2.755 2.264 -0.568
H -2.709 -2.019 -0.353
H 0.624 -2.015 -1.385
H 0.910 2.519 -0.367
H -4.181 -1.332 0.845
H -2.200 -0.551 0.475
*
```

The LUMO energy is 0.7 eV. The gap between HOMO and LUMO is 9.0 eV. Its SMILES is CC(O)=C=N.P.

---

Which one sits at the bottom of the stability order? #ii does.

---

#i
DFT (ωB97M-V/def2-TZVPD) results for C4H6O2S2 in the gas phase.

Geometry as ORCA input:
```
! wB97M-V def2-TZVPD RIJCOSX def2/J DEFGRID3
* xyz 0 1
C -2.688 0.736 -0.149
C -0.593 -0.713 0.900
C 0.715 -0.342 0.302
C 0.932 1.155 0.102
H -2.827 0.916 0.938
H -2.071 1.610 -0.445
H -3.597 0.708 -0.666
H -0.571 -1.726 1.307
H -0.964 0.057 1.574
H 2.559 0.733 -0.799
O 2.047 1.510 -0.595
O 0.192 2.035 0.478
S -1.879 -0.803 -0.439
S 1.839 -1.426 -0.055
*
```

The LUMO energy is -1.6 eV. The gap between HOMO and LUMO is 7.5 eV. Its SMILES is CSCC(=S)C(=O)O.

---

#ii
DFT (ωB97M-V/def2-TZVPD) results for C4H6O2S2 in the gas phase.

Geometry as ORCA input:
```
! wB97M-V def2-TZVPD RIJCOSX def2/J DEFGRID3
* xyz 0 1
C -2.112 -1.458 0.783
C -1.301 -0.880 -0.394
C -1.382 1.437 0.020
C 1.003 -0.136 -0.130
H -3.120 -1.038 0.705
H -2.207 -2.532 0.644
H -1.658 -1.248 1.734
H -1.538 -1.501 -1.245
H -1.702 2.368 -0.451
H -1.910 1.314 0.965
O -1.654 0.403 -0.848
O 0.090 -1.106 -0.295
S 0.402 1.455 0.308
S 2.561 -0.549 0.011
*
```

The LUMO energy is 0.3 eV. The gap between HOMO and LUMO is 9.2 eV. Its SMILES is C[C@H]1OCSC(=S)O1.

---

#iii
DFT (ωB97M-V/def2-TZVPD) results for C4H6O2S2 in the gas phase.

Geometry as ORCA input:
```
! wB97M-V def2-TZVPD RIJCOSX def2/J DEFGRID3
* xyz 0 1
C 1.257 0.320 0.173
C -0.304 0.293 0.418
C -0.992 0.468 -0.896
C -0.510 -1.055 1.151
H 2.480 1.361 -1.065
H -0.367 1.263 1.070
H -0.614 1.325 -1.491
H -2.074 0.667 -0.747
H -1.265 -1.008 1.942
H 0.549 -1.365 1.480
O 1.505 1.418 -0.611
O 2.104 -0.491 0.529
S -0.674 -1.023 -1.804
S -1.097 -2.175 -0.148
*
```

The LUMO energy is 0.4 eV. The gap between HOMO and LUMO is 8.6 eV. Its SMILES is O=C(O)C1CSSC1.

---

Which one sits at the bottom of the stability order? #ii does.

---

#i
DFT (ωB97M-V/def2-TZVPD) results for C4H6O2S2 in the gas phase.

Geometry as ORCA input:
```
! wB97M-V def2-TZVPD RIJCOSX def2/J DEFGRID3
* xyz 0 1
C -1.797 0.674 0.240
C -3.249 -0.188 0.083
C 1.291 -0.442 -0.463
C 0.492 0.226 0.618
O -1.819 1.860 0.145
O -0.840 -0.187 0.398
S -3.336 -1.780 0.088
S -4.571 0.951 -0.225
H 1.091 -0.055 -1.492
H 2.432 -0.378 -0.460
H 0.876 -1.400 -0.426
H 0.755 1.338 0.363
H 0.668 -0.101 1.586
H -5.325 0.025 -0.805
*
```

The LUMO energy is -0.7 eV. The gap between HOMO and LUMO is 8.1 eV. Its SMILES is CCOC(=O)C(=S)S.

---

#ii
DFT (ωB97M-V/def2-TZVPD) results for C4H6O2S2 in the gas phase.

Geometry as ORCA input:
```
! wB97M-V def2-TZVPD RIJCOSX def2/J DEFGRID3
* xyz 0 1
C -0.937 1.202 -2.006
C -0.226 0.788 0.232
C -0.137 -0.293 1.231
C 0.947 -1.312 0.956
H -1.553 0.674 -2.745
H 0.079 1.426 -2.317
H -1.386 2.172 -1.654
H -1.069 -0.831 1.308
H 0.233 0.084 2.183
H 1.618 -2.920 1.594
O -0.810 0.370 -0.851
O 0.903 -2.308 1.882
S 0.367 2.269 0.477
S 1.971 -1.320 -0.290
*
```

The LUMO energy is 0.3 eV. The gap between HOMO and LUMO is 9.2 eV. Its SMILES is COC(=S)CC(O)=S.

---

#iii
DFT (ωB97M-V/def2-TZVPD) results for 2 unconnected molecules or ions with the total composition C4H6O2S2.

Geometry as ORCA input:
```
! wB97M-V def2-TZVPD RIJCOSX def2/J DEFGRID3
* xyz 0 1
C -1.451 -1.297 0.370
C -0.282 -0.736 0.588
C 1.921 0.220 -0.015
C 0.712 -0.709 -0.474
O -1.700 1.781 -1.268
O -2.719 1.420 0.943
S -3.011 -1.329 0.280
S -1.519 1.704 0.162
H -0.072 -0.477 1.595
H 1.512 1.067 0.528
H 2.469 0.704 -0.859
H 2.726 -0.412 0.338
H 1.064 -1.683 -0.788
H 0.347 -0.254 -1.400
*
```

The LUMO energy is -0.7 eV. The gap between HOMO and LUMO is 8.1 eV.

---

Which one sits at the bottom of the stability order? #iii does.

---

#i
DFT (ωB97M-V/def2-TZVPD) results for C2H3F3N2O in the gas phase.

Geometry as ORCA input:
```
! wB97M-V def2-TZVPD RIJCOSX def2/J DEFGRID3
* xyz 0 1
C -1.409 -0.135 -0.552
C 0.065 -0.542 -0.411
N 1.954 0.988 -0.622
N -2.085 -0.120 0.553
O 0.641 0.645 -0.821
F 0.533 -1.516 -1.184
F 0.475 -0.881 0.919
F 2.194 1.499 0.750
H -1.847 -0.553 1.447
H -3.034 0.400 0.577
H 2.513 0.215 -0.654
*
```

The LUMO energy is 0.5 eV. The gap between HOMO and LUMO is 9.8 eV.

---

#ii
DFT (ωB97M-V/def2-TZVPD) results for a molecular structure, C2H3F3N2O.

Geometry as ORCA input:
```
! wB97M-V def2-TZVPD RIJCOSX def2/J DEFGRID3
* xyz 0 1
C 2.225 -0.461 0.008
C 3.611 0.066 0.020
N 1.455 -1.410 0.060
N -0.338 0.401 0.017
O 0.831 1.106 -0.053
F 4.187 -0.296 1.169
F 3.640 1.375 -0.281
F 4.380 -0.531 -0.902
H 0.295 -0.942 -0.325
H -0.976 0.757 -0.681
H -0.635 0.482 0.936
*
```

The LUMO energy (spin up / spin down) is 0.7 / 0.7 eV. The gap between HOMO and LUMO (spin up / spin down) is 10.3 / 10.3 eV.

---

Which one sits at the bottom of the stability order? #i does.

---

#i
DFT (ωB97M-V/def2-TZVPD) results for C4H10N2S in the gas phase.

Geometry as ORCA input:
```
! wB97M-V def2-TZVPD RIJCOSX def2/J DEFGRID3
* xyz 0 1
C -0.232 -1.278 1.231
C -0.227 -1.261 -1.226
C -0.814 1.833 0.009
C 1.483 0.975 0.003
H -0.968 -2.117 1.236
H 0.789 -1.644 1.320
H -0.392 -0.642 2.100
H -0.955 -2.080 -1.281
H -0.426 -0.606 -2.054
H 0.790 -1.686 -1.350
H -0.283 2.796 0.000
H -1.433 1.769 0.890
H -1.485 1.789 -0.869
H 1.701 2.011 -0.006
N -0.443 -0.516 -0.001
N 0.165 0.754 -0.001
S 2.731 -0.096 0.001
*
```

The LUMO energy is 0.8 eV. The gap between HOMO and LUMO is 9.0 eV. Its SMILES is CN(C)N(C)C=S.

---

#ii
DFT (ωB97M-V/def2-TZVPD) results for C4H10N2S in the gas phase.

Geometry as ORCA input:
```
! wB97M-V def2-TZVPD RIJCOSX def2/J DEFGRID3
* xyz 0 1
C 1.288 0.467 0.800
C 0.553 1.621 0.105
C -0.949 1.435 -0.108
C -1.985 -1.112 0.809
H 0.685 -1.516 -0.370
H 0.698 0.044 1.630
H 2.233 0.853 1.220
H 0.717 2.499 0.717
H 1.043 1.812 -0.871
H -1.462 1.351 0.851
H -1.350 2.326 -0.593
H -0.793 0.172 -1.730
H -2.265 -0.318 1.509
H -2.157 -2.144 1.187
N -1.331 0.263 -0.905
N -1.535 -0.970 -0.358
S 1.829 -0.913 -0.272
*
```

The LUMO energy is 1.0 eV. The gap between HOMO and LUMO is 9.7 eV. Its SMILES is C=NNCCCS.

---

#iii
DFT (ωB97M-V/def2-TZVPD) results for C4H10N2S in the gas phase.

Geometry as ORCA input:
```
! wB97M-V def2-TZVPD RIJCOSX def2/J DEFGRID3
* xyz 0 1
C -1.308 -0.058 -0.576
C 0.092 -0.666 -0.251
C 0.423 -0.800 1.244
C 1.053 0.286 0.456
H -2.714 -1.295 0.077
H -1.658 -1.905 -1.262
H -1.234 0.632 -1.456
H -1.476 0.603 0.288
H 0.042 -2.583 -1.095
H 1.106 -1.454 -1.905
H 1.025 -1.830 1.304
H -0.334 -0.631 2.007
H 2.170 0.150 0.283
H 1.745 2.564 1.517
N -2.405 -1.083 -0.859
N 0.673 -1.759 -1.023
S 0.743 2.067 0.511
*
```

The LUMO energy is 0.7 eV. The gap between HOMO and LUMO is 9.7 eV. Its SMILES is NC[C@]1(N)C[C@@H]1S.

---

Which one sits at the bottom of the stability order? #iii does.

---

#i
DFT (ωB97M-V/def2-TZVPD) results for 2 unconnected molecules or ions with the total composition C3H7N2S.

Geometry as ORCA input:
```
! wB97M-V def2-TZVPD RIJCOSX def2/J DEFGRID3
* xyz 1 1
C 0.903 -1.729 0.688
C 1.137 0.312 -0.362
C -1.795 1.749 -0.899
N 1.955 -1.213 1.332
N 0.376 -0.854 -0.151
S 2.373 0.286 0.738
H 0.360 -2.682 0.970
H -2.524 2.118 -0.124
H -1.528 2.596 -1.513
H -2.296 0.932 -1.449
H -0.882 1.260 -0.516
H 2.439 -1.783 2.012
H -0.518 -0.991 -0.727
*
```

The LUMO energy is -5.1 eV. The gap between HOMO and LUMO is 9.4 eV.

---

#ii
DFT (ωB97M-V/def2-TZVPD) results for 2 unconnected molecules or ions with the total composition C3H7N2S.

Geometry as ORCA input:
```
! wB97M-V def2-TZVPD RIJCOSX def2/J DEFGRID3
* xyz 1 1
C -1.366 -0.244 -1.055
C 0.008 -0.489 -1.564
C -0.104 -0.825 0.618
N -1.375 -0.523 0.250
N 0.731 -0.644 -0.406
S 0.946 1.889 1.843
H -2.190 0.032 -1.751
H -0.080 -1.493 -2.136
H 0.447 0.147 -2.245
H 0.297 -0.730 1.600
H 0.191 2.831 2.229
H 1.739 -0.913 -0.325
H 0.758 0.962 2.942
*
```

The LUMO energy is -5.9 eV. The gap between HOMO and LUMO is 7.6 eV.

---

#iii
DFT (ωB97M-V/def2-TZVPD) results for a gas-phase ion, C3H7N2S (charge +1).

Geometry as ORCA input:
```
! wB97M-V def2-TZVPD RIJCOSX def2/J DEFGRID3
* xyz 1 1
C -1.257 0.780 -0.298
C -1.141 -0.598 -0.507
C 0.809 0.094 0.670
N -0.116 1.130 0.484
N 0.075 -1.212 0.084
S 2.345 0.148 -0.222
H -2.128 1.255 -0.617
H -1.783 -1.289 -1.065
H 0.947 0.054 1.705
H 0.260 2.122 0.559
H -0.291 -1.730 0.806
H 0.522 -1.765 -0.506
H 1.757 1.010 -1.092
*
```

The LUMO energy is -3.3 eV. The gap between HOMO and LUMO is 10.0 eV. Its SMILES is S[C@H]1NC=C[NH2+]1.

---

#iv
DFT (ωB97M-V/def2-TZVPD) results for a molecular structure, C3H7N2S.

Geometry as ORCA input:
```
! wB97M-V def2-TZVPD RIJCOSX def2/J DEFGRID3
* xyz 1 1
C -0.633 -0.668 0.028
C 0.121 -1.910 -0.104
C 1.069 1.205 -0.084
N -1.421 1.220 -0.137
N -0.220 0.598 0.045
S -2.310 -0.233 0.052
H 1.084 -1.729 -0.578
H 0.302 -2.354 0.877
H -0.442 -2.638 -0.688
H 1.471 1.064 -1.090
H 0.968 2.272 0.104
H 1.755 0.770 0.643
H -1.743 2.401 0.933
*
```

The LUMO energy is -5.5 eV. The gap between HOMO and LUMO is 9.2 eV.

---

Which one sits at the bottom of the stability order? #iv does.